Here is a structure of composition C24H30N4O4 in a non-equilibrium geometry from the OMol25 dataset. Energies are from the ωB97M-V functional and the def2-TZVPD basis.

Structure (XYZ):
```
62
Properties=species:S:1:pos:R:3:forces:R:3:mulliken_charge:R:1
C -1.5599 4.3176 0.4416 0.9 -2.2 -3.8 -1.075
H -2.1247 5.1669 0.5176 -0.7 2.5 0.8 0.457
H -0.5352 4.2318 0.7651 0.3 0.9 0.0 0.320
H -2.0655 3.5252 0.9348 -0.7 -0.9 0.2 0.333
C -1.6069 3.9233 -1.3285 2.1 1.7 7.1 -1.020
N -0.8808 2.7527 -1.3345 0.4 -0.7 -0.9 0.195
C -1.6008 1.6999 -1.1835 -1.1 -10.5 0.1 0.181
C -0.9422 0.1874 -1.4341 -1.4 6.8 2.4 0.097
C 0.4932 0.0562 -1.7177 -4.3 7.1 2.8 1.281
O 0.9139 -0.9935 -1.8417 4.4 -8.0 -1.7 -0.644
C 1.2986 1.2936 -1.6095 -1.8 2.7 -1.1 0.167
C 2.6746 1.3506 -2.0236 -10.0 7.3 1.6 -1.285
C 3.0704 2.6340 -2.2044 8.3 -0.8 1.1 -0.757
C 2.4672 3.7312 -1.7256 -0.4 3.9 -2.8 0.775
N 1.1678 3.7138 -1.6939 -1.0 5.5 1.5 -0.217
C 0.4979 2.7263 -1.4667 0.5 -9.4 -1.0 -0.379
C 2.9674 5.2129 -1.8740 6.1 -5.0 3.0 -1.368
H 2.3556 5.9897 -1.5948 -1.7 1.4 0.0 0.378
H 3.5494 5.1287 -2.7897 -0.3 1.2 -0.2 0.341
H 3.9250 5.2038 -0.9776 -2.6 0.4 -2.5 0.250
H 4.2853 2.6383 -2.2923 -2.8 0.7 -0.3 0.166
H 3.1329 0.5544 -1.9701 5.1 -7.8 -0.5 1.043
C -1.8465 -0.9775 -1.2311 1.4 -0.1 -1.4 -0.153
O -2.7511 -0.9457 -2.0146 -3.0 -0.8 -0.9 -0.603
N -1.5277 -2.1027 -0.4942 0.4 3.1 1.0 0.329
C -0.9053 -1.7651 0.8003 1.4 1.7 -0.5 -0.727
H -0.6850 -0.5439 0.7389 -0.2 -3.4 0.5 0.145
C 0.4640 -2.7239 0.8534 -2.6 7.0 -1.7 -0.713
H 1.0141 -2.2335 -0.0269 -0.7 -1.7 1.0 0.125
C 1.1499 -2.3900 2.1098 7.6 -8.0 -5.7 -1.706
N 2.5271 -1.8016 1.8722 -2.2 1.5 0.2 -0.140
C 2.2942 -0.3410 1.3814 0.5 -0.7 6.9 0.981
C 3.6059 0.3049 1.2612 -7.2 6.9 -1.0 -1.046
O 4.4206 0.3223 2.2319 3.8 -2.5 8.0 -0.393
C 4.6473 -1.0432 2.6394 2.1 -1.2 4.7 -0.653
C 3.4177 -1.9111 3.1530 -2.8 6.9 -2.8 -0.511
H 3.5418 -2.9477 3.1059 0.6 -1.5 1.3 0.459
H 2.8380 -1.1719 4.1205 1.8 -2.9 -2.5 0.280
H 5.3593 -1.1109 3.5820 -1.2 1.1 -1.6 0.322
H 5.2889 -1.5959 1.9761 -0.3 -0.2 -1.3 0.350
H 3.3460 1.4788 1.1064 0.5 -2.3 -0.4 0.050
H 4.1548 0.0046 0.5597 3.4 -2.7 -7.4 0.958
H 1.6872 -0.1474 0.5898 -1.5 -0.5 -2.7 -0.710
H 1.6985 0.3689 2.2590 1.3 -2.1 -1.6 0.128
H 0.7365 -1.9530 2.8062 -4.8 4.7 6.7 1.039
H 1.3452 -3.4830 2.4203 0.3 1.5 0.8 0.328
H -0.0712 -3.5948 0.6906 0.4 -2.4 -0.1 0.892
H -1.6641 -1.9011 1.6413 1.2 -0.1 -0.8 0.539
C -2.4899 -3.1796 -0.4246 -2.0 6.1 2.8 -1.435
C -3.5905 -2.8116 0.5719 -4.6 -0.2 -0.5 0.821
C -4.8830 -2.3001 0.3345 0.5 2.4 -2.3 -0.443
C -5.5867 -2.4160 1.5526 -4.8 0.5 1.9 -0.365
C -4.8773 -3.2624 2.3813 -4.7 4.0 1.4 -0.200
O -3.7720 -3.3224 1.8225 9.3 -4.1 -0.7 -0.329
H -5.0708 -3.3604 3.4887 0.8 -0.5 -1.5 0.334
H -6.6026 -1.9362 2.0249 2.4 -1.3 -2.1 0.197
H -5.2274 -1.7223 -0.6451 0.9 -1.4 2.4 0.300
H -1.9145 -3.8502 -0.0536 2.9 -5.7 1.9 0.517
H -2.8725 -3.2461 -1.3441 -1.6 -1.1 -3.4 0.545
H -2.8038 1.6530 -0.8083 3.7 0.7 -1.4 0.275
H -1.0462 4.6180 -1.7944 1.0 2.8 -1.8 0.469
H -2.6062 3.8586 -1.3981 -3.1 -0.5 -1.4 0.503
```
Forces are in eV/Å.

* HOMO-LUMO gap: 7.48 eV
* highest occupied orbital energy: -0.280 Ha
* energy above the lowest of the compared OMol25 structures with the same formula, charge and spin: 478.6 kcal per mole